ORCA calculation (ωB97M-V with the def2-TZVPD basis set) on a cluster of 6 separate species, C34H82N6O6 in total in a non-equilibrium geometry.

CARTESIAN COORDINATES (ANGSTROEM)
C 33.427200 3.250020 -32.513810
C 32.133000 2.683460 -31.888680
C 31.968000 1.234970 -32.548910
C 32.451760 2.487630 -30.360600
C 31.266230 2.141200 -29.477410
C 30.337610 3.346200 -29.549850
C 29.853810 3.627810 -30.989720
C 28.629530 2.660970 -31.215650
C 29.331780 5.109660 -31.037990
N 30.971590 3.652480 -31.962920
O 30.572570 3.720160 -33.304230
H 33.527230 4.274020 -32.153940
H 34.281260 2.606440 -32.302890
H 33.552360 3.596190 -33.539780
H 32.843460 0.615810 -32.353220
H 31.160400 0.708320 -32.040460
H 31.705940 1.301180 -33.604860
H 33.182080 1.701230 -30.170090
H 32.894120 3.422850 -30.017420
H 30.619440 1.359830 -29.876440
H 31.635570 2.005380 -28.460920
H 30.883650 4.142690 -29.044330
H 29.410630 3.280360 -28.980220
H 28.900510 1.610290 -31.112010
H 28.311940 2.915970 -32.226700
H 27.832840 2.914230 -30.516180
H 28.795420 5.472100 -30.161030
H 28.845360 5.490460 -31.936040
H 30.175740 5.799160 -31.017380
H 30.344570 4.650740 -33.364520
C 29.393720 6.607180 -27.485960
C 28.333880 7.171830 -26.548920
C 28.897430 8.631490 -26.078680
C 27.027950 7.498280 -27.271270
C 25.999300 6.323760 -27.346980
C 25.795480 5.675380 -25.923750
C 27.126580 5.251090 -25.301530
C 26.737250 5.035630 -23.828960
C 27.530790 3.971630 -26.029490
N 28.143100 6.320720 -25.317750
O 29.328830 6.047980 -24.643950
H 29.128160 5.644620 -27.923070
H 29.598840 7.304550 -28.298180
H 30.359850 6.489050 -26.995310
H 29.160120 9.264180 -26.926500
H 28.204580 9.202680 -25.460780
H 29.853540 8.660690 -25.556070
H 26.652440 8.387280 -26.764550
H 27.346080 7.722350 -28.289450
H 25.096260 6.813560 -27.711270
H 26.116630 5.587960 -28.142560
H 25.094810 4.862040 -26.112490
H 25.308510 6.432970 -25.309740
H 27.623370 4.648060 -23.326300
H 25.934460 4.309220 -23.702640
H 26.461100 5.865670 -23.178670
H 28.561140 3.651620 -25.874370
H 27.488320 3.981160 -27.118620
H 27.003330 3.083180 -25.682290
H 28.992680 6.221280 -23.761590
C 23.699330 4.064020 -30.038230
O 24.183860 4.826580 -31.205240
C 24.993380 5.918630 -30.736920
C 25.501490 6.738730 -31.960150
C 26.654460 7.688540 -31.663430
N 24.354630 7.503820 -32.457910
H 24.513310 3.597300 -29.483520
H 22.977030 3.367160 -30.463400
H 23.216320 4.665920 -29.268480
H 24.485290 6.571730 -30.027410
H 25.952340 5.654400 -30.291190
H 25.719250 6.186780 -32.874500
H 27.559770 7.091750 -31.552240
H 26.474030 8.400270 -30.857830
H 26.894770 8.334120 -32.508160
H 23.856740 7.889460 -31.668300
H 23.700980 6.869030 -32.893660
C 36.622540 0.163610 -30.793100
O 36.354740 0.012970 -29.372900
C 36.804910 1.100720 -28.659850
C 36.132030 1.171440 -27.249640
C 36.775210 2.276620 -26.411500
N 36.410550 -0.081280 -26.630980
H 36.101790 0.877490 -31.431290
H 36.476560 -0.837850 -31.197910
H 37.694670 0.276190 -30.954230
H 37.884430 1.087390 -28.810040
H 36.476940 1.929460 -29.287310
H 35.058060 1.341510 -27.325700
H 37.694050 2.622590 -26.884940
H 36.754830 1.994140 -25.358930
H 36.221610 3.215510 -26.421330
H 35.582450 -0.351490 -26.119770
H 36.586040 -0.741420 -27.374970
C 33.346330 -2.438230 -30.352280
O 32.378490 -3.520070 -30.692660
C 32.934870 -4.489190 -31.539990
C 33.300280 -4.112730 -32.982540
C 32.320130 -3.318850 -33.794900
N 33.714440 -5.334960 -33.691810
H 33.265770 -1.727770 -31.175000
H 34.422780 -2.515450 -30.199330
H 32.987460 -1.874900 -29.490900
H 33.888640 -4.918660 -31.233450
H 32.235260 -5.313410 -31.401060
H 34.218230 -3.525520 -32.957270
H 32.282630 -2.292010 -33.431170
H 31.309120 -3.725610 -33.817490
H 32.659080 -3.233420 -34.827330
H 34.448140 -5.677130 -33.087910
H 34.198220 -5.120590 -34.552090
C 29.828730 3.949390 -39.766650
O 30.092490 3.241770 -38.519450
C 29.034470 2.483880 -38.026020
C 29.349070 2.257180 -36.521540
C 28.613700 1.086790 -35.878100
N 29.220630 3.408840 -35.710240
H 29.151430 4.779360 -39.565360
H 29.414460 3.396080 -40.609460
H 30.785790 4.364890 -40.082110
H 28.034330 2.904040 -37.919770
H 29.096720 1.516460 -38.524330
H 30.425350 2.094420 -36.464810
H 27.632650 1.402310 -35.523010
H 29.125740 0.850940 -34.945210
H 28.462260 0.205920 -36.502010
H 29.704350 4.154810 -36.189440
H 29.694140 3.163020 -34.852640

Forces on the atoms, in the same order (eV/Å):
C -0.3 1.8 0.1
C 0.2 -1.5 0.1
C -1.2 1.1 1.0
C -0.1 -0.3 -0.6
C -1.1 1.2 -0.7
C 0.3 0.6 0.3
C -0.9 0.9 0.5
C 1.2 1.0 -0.9
C 0.8 0.6 0.3
N 2.2 -1.8 1.0
O -0.5 0.1 0.3
H 0.6 -0.1 1.2
H 0.0 0.2 0.3
H -1.0 -1.2 -0.8
H 0.3 0.3 -0.3
H -0.3 -0.1 -0.1
H 0.3 0.0 0.0
H 0.4 0.0 -0.6
H 0.0 0.1 0.2
H 0.8 -0.9 0.3
H -0.4 -0.5 0.0
H 0.0 0.7 -0.5
H 0.0 -0.4 0.2
H -0.1 0.0 -0.2
H -0.4 -0.6 -0.1
H 0.1 0.0 0.0
H -0.6 -0.6 0.0
H -0.6 -0.8 -0.2
H 0.7 -0.3 0.2
H -0.1 0.3 -0.6
C 0.4 -0.2 -0.2
C 1.8 1.3 1.7
C 0.2 -0.8 -0.2
C 0.3 -1.7 -0.1
C -0.2 1.1 1.0
C 0.1 1.9 -2.5
C -0.8 0.0 0.2
C 1.2 -1.2 0.8
C 1.2 -1.3 0.3
N -2.5 2.0 -2.2
O -0.1 -0.6 0.1
H -0.2 -0.1 0.0
H -0.2 0.1 -0.2
H -0.1 -0.2 0.3
H -0.5 -0.1 -0.5
H -0.3 -0.3 0.0
H 0.0 -0.8 0.3
H -0.7 -0.2 -0.3
H -0.2 0.5 0.0
H -0.5 0.0 0.4
H 1.0 -0.1 0.2
H 0.3 -0.4 0.7
H 0.0 0.0 0.2
H 0.0 -0.5 0.2
H 0.1 -0.2 -0.2
H -0.1 0.7 -0.9
H 0.4 0.5 0.5
H -0.5 0.5 0.0
H -0.6 0.2 0.0
H 0.8 0.1 0.5
C 0.2 0.6 -1.2
O 0.2 0.3 2.5
C 1.8 -0.2 -2.0
C -2.0 1.1 -0.2
C 0.4 -0.3 -0.4
N -0.4 0.7 -0.3
H 0.3 -0.4 -0.4
H 0.2 -0.2 0.3
H -0.3 0.6 -0.3
H -0.3 0.1 -0.1
H -0.1 -1.1 0.7
H 0.6 -0.9 0.6
H 0.1 0.2 0.7
H 0.0 -0.4 0.4
H -0.5 -0.2 -0.3
H -0.2 0.3 0.1
H -0.1 -0.1 -0.1
C 0.9 -2.1 0.7
O -1.2 -1.3 -2.2
C -1.0 1.8 -0.6
C 1.7 0.8 -1.0
C -0.9 1.2 -0.5
N 0.0 -1.0 0.5
H -0.5 0.4 0.8
H -0.5 0.0 -0.1
H 0.3 0.6 0.2
H 0.5 0.3 1.3
H 0.0 1.0 0.5
H -0.1 0.1 -0.5
H 0.6 -0.6 0.8
H 0.8 -0.1 -0.2
H -0.6 0.0 -0.2
H 0.2 -0.6 0.1
H -0.3 -0.6 0.3
C -1.8 1.1 -0.9
O 2.7 1.5 0.9
C -0.1 -0.9 -0.3
C 0.2 0.3 -0.8
C -0.5 0.5 -0.2
N -0.3 -0.5 0.8
H 0.1 0.2 -0.2
H 0.0 -1.6 0.0
H -0.4 -0.5 0.1
H 0.3 0.2 1.1
H -0.2 -0.2 -0.9
H 0.0 0.7 0.6
H -0.2 0.0 0.2
H 0.0 -0.1 0.1
H 0.1 -0.1 -0.1
H 0.2 -0.8 -0.1
H -0.2 0.3 -0.2
C 0.4 0.3 1.1
O -0.3 1.5 -1.8
C 0.4 -1.1 2.4
C 1.2 -1.7 -1.2
C -0.4 0.4 0.3
N -1.4 1.3 0.2
H -0.1 0.1 0.0
H 0.0 -0.7 0.3
H 0.0 -0.1 0.1
H -0.2 0.6 -1.2
H -0.7 -0.2 -0.1
H 0.4 -1.1 -0.7
H -0.2 0.2 -0.3
H 0.2 -0.4 -0.1
H 0.4 0.0 0.0
H 0.3 0.3 0.3
H 0.0 0.6 0.1

Summary:
- HOMO energy: -0.30098 hartree
- SMILES string: CC1(C)CCCC(C)(C)N1O.CC1(C)CCCC(C)(C)N1O.COC[C@H](C)N.COC[C@H](C)N.COC[C@H](C)N.COC[C@H](C)N
- Calculated total energy: -2124.2656 Eh